Formula: C7H16NO9PSi
Source: the Open Molecules 2025 dataset
Level of theory: the ωB97M-V functional and the def2-TZVPD basis

M, g mol⁻¹: 317.26
SMILES: C[Si@H](N)P(=O)(O)O.O=C1OCCO1.O=C1OCCO1
Orbital gap, eV: 9.206
Energy relative to the best compared isomer or geometry (same formula, charge and spin), kJ/mol: 0.00
Highest occupied orbital energy, eV: -9.135

Structure (ORCA input):
```
! RIJCOSX wB97M-V def2-TZVPD def2/J DEFGRID3
* xyz 0 1
C 0.7222 -0.3693 1.5382
Si 0.8993 -2.1812 1.1404
N 2.0037 -2.4547 -0.1576
P -1.1824 -2.8299 0.4903
O -1.3886 -4.2844 0.4645
O -2.2578 -1.9882 1.3583
O -1.4286 -2.1764 -0.9779
H 0.0276 0.0978 0.8348
H 0.2789 -0.3071 2.5338
H 1.6621 0.1822 1.5045
H 1.2258 -2.9767 2.3487
H 2.5612 -3.2942 -0.0805
H 2.6224 -1.6714 -0.3286
H -1.9303 -1.3158 1.9733
H -1.7677 -1.2750 -0.9205
C 0.9184 -0.2443 -3.2951
C 1.7078 -0.6625 -4.5264
O 3.0321 -0.2186 -4.2058
C 3.1424 -0.1273 -2.8632
O 4.1579 0.0242 -2.2640
O 1.9281 -0.2422 -2.2834
H 0.1390 -0.9461 -3.0085
H 0.5123 0.7648 -3.3850
H 1.7273 -1.7455 -4.6519
H 1.3885 -0.1845 -5.4478
C -2.8546 3.6019 2.1660
C -1.3546 3.7352 2.3776
O -1.0363 2.5068 3.0441
C -1.9923 1.6013 2.7629
O -1.9268 0.4454 3.0447
O -3.0261 2.1788 2.1225
H -3.2164 4.0283 1.2353
H -3.4298 3.9925 3.0059
H -0.8022 3.7700 1.4378
H -1.0626 4.5661 3.0125
*
```

Formally, the Löwdin partial charges of the atoms, in units of the elementary charge, are as follows: -0.23 0.48 -0.10 0.35 -0.33 -0.18 -0.19 0.03 0.02 0.04 -0.02 0.03 0.01 0.02 0.06 -0.11 -0.10 0.06 -0.58 0.16 0.03 0.12 0.13 0.14 0.13 -0.10 -0.10 0.07 -0.57 0.14 0.07 0.13 0.13 0.13 0.13

Formula: C5H3N3
Source: the Open Molecules 2025 dataset
Level of theory: the ωB97M-V functional and the def2-TZVPD basis

M, g mol⁻¹: 105.10
SMILES: C1=NN=C2N=CC=C12
Orbital gap, eV: 8.160
Energy relative to the best compared isomer or geometry (same formula, charge and spin), kJ/mol: 289.70
Highest occupied orbital energy, eV: -10.074

Structure (ORCA input):
```
! RIJCOSX wB97M-V def2-TZVPD def2/J DEFGRID3
* xyz 0 1
C -0.6296 1.2941 -1.1544
C 0.4699 0.6766 0.5951
C 0.5010 -1.5009 1.0925
C -0.0406 -0.5666 -0.0274
C -0.7448 -0.1893 -1.1275
H -0.9524 1.8577 -2.0990
H 0.2863 -2.5487 1.1669
H -1.2246 -0.6614 -1.8829
N 0.0930 1.8878 -0.2000
N 1.1763 0.5920 1.6132
N 1.0656 -0.8412 2.0236
*
```

Formally, the Löwdin partial charges of the atoms, in units of the elementary charge, are as follows: -0.12 -0.38 -0.09 -0.07 0.03 0.13 0.10 0.07 0.13 0.15 0.06

Formula: C10H8BrNO3
Source: the Open Molecules 2025 dataset
Level of theory: the ωB97M-V functional and the def2-TZVPD basis

M, g mol⁻¹: 270.08
SMILES: COc1ccc2nc(CBr)c(=O)oc2c1
Orbital gap, eV: 8.356
Highest occupied orbital energy, eV: -8.890

Structure (ORCA input):
```
! RIJCOSX wB97M-V def2-TZVPD def2/J DEFGRID3
* xyz 0 1
O -1.7935 -3.3211 -0.8432
Br -4.8019 -0.7539 1.7913
N -2.1676 -0.0863 0.6308
O -0.1988 -1.6561 -0.8206
O 3.0305 1.8899 -0.0341
C -1.4166 -2.1808 -0.5146
C -2.3944 -1.3111 0.2463
C -0.4762 1.6016 0.8625
C 0.8315 2.0880 0.6758
C 1.3846 0.0426 -0.4518
C -0.8730 0.3409 0.3662
C 1.7777 1.3107 0.0435
C 0.0641 -0.4288 -0.3094
C 3.9032 1.3243 -1.0173
C -3.6935 -1.9709 0.6666
H -1.1900 2.2479 1.3699
H 1.1283 3.0619 1.0896
H 2.1370 -0.6009 -0.9121
H 4.8135 1.9414 -1.1771
H 3.3799 1.2544 -1.9611
H 4.2409 0.3615 -0.6880
H -3.4658 -2.8785 1.2407
H -4.2200 -2.2769 -0.2538
*
```

Formally, the Löwdin partial charges of the atoms, in units of the elementary charge, are as follows: 0.10 0.61 0.14 0.15 -0.08 -0.33 -0.25 0.02 0.00 0.08 -0.22 -0.27 -0.18 -0.07 -0.50 0.12 0.13 0.12 0.10 0.09 0.08 0.08 0.08

Formula: CH12N2O4
Source: the Open Molecules 2025 dataset
Level of theory: the ωB97M-V functional and the def2-TZVPD basis

M, g mol⁻¹: 116.12
Orbital gap, eV: 4.684
Energy relative to the best compared isomer or geometry (same formula, charge and spin), kJ/mol: 798.71
Highest occupied orbital energy, eV: -9.741

Structure (ORCA input):
```
! RIJCOSX wB97M-V def2-TZVPD def2/J DEFGRID3
* xyz 0 1
N -1.8371 -0.7999 0.0364
C -0.4585 -1.0111 0.0685
N -0.0468 -1.1308 1.3394
H -2.3252 -1.4036 0.6845
H 0.1013 -0.1334 -0.4417
H -0.1633 -1.8986 -0.4978
H -0.2912 -0.2943 1.8352
H 1.5792 0.2029 -2.0849
H -2.1035 0.1981 0.2412
O 2.2732 -1.0086 0.6421
H -0.7928 1.9312 -0.3118
H 0.2739 2.9318 -1.1303
O 0.0818 1.9815 -0.8592
H 1.0490 -1.1675 1.3192
H -2.5348 2.4119 0.6385
O -1.9275 1.7119 0.4678
H 3.1344 -1.0395 1.0543
H 2.0723 -0.7814 -1.0040
O 1.9155 -0.7006 -1.9976
*
```

Formally, the Löwdin partial charges of the atoms, in units of the elementary charge, are as follows: 0.19 -0.36 0.20 0.11 0.17 0.18 0.12 0.01 0.03 -0.19 -0.07 0.07 -0.14 0.05 -0.01 -0.24 0.01 -0.02 -0.11

- Among the records above, which one has the lowest M?
  C5H3N3

- Which of these has the lowest M?
  C5H3N3